95
Properties=species:S:1:pos:R:3:lowdin_spin:R:1 method="wB97M-V/def2-TZVPD" homo_lumo_gap_ev="8.276 / 8.078" multiplicity=3 e_lumo_ha="0.0108 / 0.0035" e_homo_ha="-0.293 / -0.293" energy_ev=-63513.94291
C -0.40 -2.60 -1.34 0.000
B -1.93 -2.89 -1.56 0.000
O -2.53 -3.97 -0.94 0.000
Si -3.01 -1.68 -2.77 0.000
C -3.01 0.12 -2.17 0.000
C -3.38 1.22 -3.19 0.000
C -2.83 1.02 -4.57 0.000
O -3.48 0.50 -5.44 0.000
N -1.52 1.48 -4.82 0.000
C -0.54 0.45 -5.05 0.000
C -0.64 -0.40 -6.15 0.000
C 0.31 -1.40 -6.33 0.000
C 1.37 -1.54 -5.44 0.000
C 1.46 -0.68 -4.36 0.000
C 0.52 0.33 -4.16 0.000
P -5.06 -2.56 -3.04 0.000
C -6.04 -1.39 -4.09 0.000
O -4.73 -3.82 -4.09 0.000
H 0.14 -3.47 -1.72 0.000
H -0.16 -2.48 -0.28 0.000
H -0.05 -1.75 -1.91 0.000
H -2.53 -4.74 -1.53 0.000
H -2.33 -1.75 -4.10 0.000
H -3.71 0.23 -1.35 0.000
H -2.03 0.32 -1.76 0.000
H -2.96 2.16 -2.81 0.000
H -4.45 1.34 -3.27 0.000
H -1.23 2.10 -4.08 0.000
H -1.48 -0.27 -6.80 0.000
H 0.20 -2.06 -7.18 0.000
H 2.10 -2.32 -5.59 0.000
H 2.26 -0.79 -3.65 0.000
H 0.62 0.98 -3.31 0.000
H -7.05 -1.36 -3.71 0.000
H -5.61 -0.39 -4.14 0.000
H -6.06 -1.77 -5.11 0.000
H -4.14 -3.49 -4.78 0.000
C 6.20 0.69 0.31 0.003
C 5.05 1.11 -0.64 0.027
C 4.55 2.51 -0.28 0.016
C 3.71 2.55 1.00 0.001
C 2.58 1.52 0.94 0.016
C 3.07 0.11 0.62 0.027
N 3.94 0.11 -0.59 0.375
O 3.21 0.18 -1.65 0.524
C 3.81 -0.46 1.85 0.002
C 1.87 -0.80 0.40 0.000
C 5.64 1.14 -2.05 -0.001
H 7.17 0.88 -0.15 0.000
H 6.19 1.23 1.26 0.000
H 6.17 -0.38 0.53 0.002
H 3.94 2.89 -1.10 0.002
H 5.40 3.18 -0.19 0.002
H 4.34 2.37 1.88 0.000
H 3.29 3.55 1.13 0.001
H 2.04 1.51 1.89 0.001
H 1.86 1.84 0.17 0.002
H 4.25 -1.43 1.61 0.001
H 3.10 -0.60 2.66 -0.001
H 4.60 0.18 2.23 0.000
H 1.20 -0.42 -0.38 0.000
H 1.30 -0.87 1.33 0.000
H 2.19 -1.81 0.12 0.000
H 5.98 0.15 -2.36 0.000
H 6.50 1.82 -2.06 0.000
H 4.93 1.51 -2.78 0.000
C -2.37 1.99 5.73 0.003
C -1.51 1.77 4.46 0.026
C -2.40 1.41 3.27 0.016
C -2.96 -0.01 3.32 0.001
C -1.85 -1.03 3.53 0.016
C -0.97 -0.72 4.75 0.027
N -0.49 0.70 4.70 0.373
O 0.49 0.81 3.88 0.529
C -1.76 -0.99 6.04 0.002
C 0.22 -1.66 4.77 -0.001
C -0.81 3.09 4.18 -0.001
H -2.57 3.05 5.88 0.000
H -3.35 1.50 5.67 0.000
H -1.87 1.63 6.62 0.002
H -1.81 1.52 2.35 0.002
H -3.21 2.14 3.20 0.002
H -3.72 -0.09 4.11 0.000
H -3.48 -0.22 2.38 0.001
H -2.27 -2.03 3.64 0.001
H -1.22 -1.05 2.63 0.002
H -1.19 -0.68 6.91 0.001
H -1.95 -2.06 6.13 0.000
H -2.73 -0.50 6.07 0.000
H 0.79 -1.63 3.85 -0.001
H -0.13 -2.68 4.91 0.000
H 0.89 -1.42 5.60 0.000
H -0.13 3.36 4.99 0.000
H -1.55 3.88 4.08 0.000
H -0.23 3.06 3.25 0.000

***

94
Properties=species:S:1:pos:R:3:mulliken_charge:R:1 method="wB97M-V/def2-TZVPD" homo_lumo_gap_ev="3.157 / 3.183" e_lumo_ha="0.0873 / 0.0861" e_homo_ha="-0.029 / -0.031" energy_ev=-86768.57284 total_charge=-1
Tl 1.01 -0.32 -2.46 1.144
Cl -1.45 -0.07 -0.02 -0.497
N 0.66 1.96 -1.84 -0.144
N 0.52 -2.47 -1.53 -0.151
C -0.29 2.76 -2.29 0.478
C -0.26 -3.33 -2.15 0.448
C 1.70 2.73 -1.15 1.858
C 0.99 4.07 -0.96 -0.445
C 2.95 2.81 -2.02 -1.703
C 2.05 2.05 0.16 -0.502
H 2.66 2.86 -3.07 0.308
H 3.57 1.93 -1.87 0.332
H 3.53 3.70 -1.76 0.408
H 1.21 2.12 0.84 -0.582
H 2.93 2.51 0.61 0.612
H 2.28 0.98 0.03 -0.554
C 1.40 -3.18 -0.59 2.000
C 1.23 -4.62 -1.06 -0.814
C 0.87 -2.96 0.80 -1.028
C 2.83 -2.65 -0.66 -1.932
H 3.19 -2.67 -1.68 0.517
H 3.48 -3.27 -0.04 0.458
H 2.92 -1.62 -0.27 0.011
H -0.19 -3.23 0.82 0.163
H 0.96 -1.90 1.05 -0.888
H 1.42 -3.54 1.54 0.590
O 0.02 -4.60 -1.92 -0.497
H 1.07 -5.37 -0.28 0.252
H 2.06 -4.94 -1.68 0.378
O -0.16 4.03 -1.90 -0.482
H 1.58 4.97 -1.15 0.351
H 0.55 4.17 0.04 -0.125
C -1.43 2.23 -3.13 -1.372
C -1.35 -2.86 -3.11 -1.193
C -1.05 -1.56 -3.84 0.131
H -2.24 -2.71 -2.49 0.358
H -1.56 -3.68 -3.82 0.284
C -1.53 -0.32 -3.34 -1.174
C -1.10 0.93 -3.86 -0.001
H -2.12 -0.34 -2.44 0.656
C -0.39 0.93 -5.05 1.547
C -0.07 -0.30 -5.66 -1.538
C 0.02 2.22 -5.71 -1.669
C -0.33 -1.54 -5.04 1.656
H 0.42 -0.29 -6.62 0.189
C 0.14 -2.81 -5.68 -1.755
H 0.54 -2.60 -6.68 0.463
H -0.66 -3.55 -5.79 0.303
H 0.94 -3.28 -5.09 0.185
H -0.81 2.93 -5.79 0.297
H 0.38 2.02 -6.72 0.470
H 0.83 2.71 -5.16 0.136
H -1.74 3.02 -3.84 0.428
H -2.25 2.05 -2.43 0.212
C 2.92 -0.47 2.72 -0.977
Si 1.48 0.61 3.31 0.474
C 0.99 0.12 5.06 -1.154
C 1.94 2.45 3.50 -0.994
Si -0.64 0.20 2.01 0.185
Si -1.57 -1.70 3.02 0.996
C -2.38 -1.00 4.55 -1.269
C -2.90 -2.36 1.88 -1.118
C -0.44 -3.07 3.62 -1.313
Si -2.04 2.01 2.37 0.653
C -2.01 2.40 4.20 -1.025
C -1.55 3.58 1.50 -0.859
C -3.71 1.46 1.72 -1.030
H 3.73 -0.32 3.46 0.466
H 3.31 -0.20 1.72 0.230
H 2.66 -1.54 2.71 0.145
H 1.90 0.33 5.65 0.436
H 0.17 0.75 5.45 0.161
H 0.70 -0.93 5.16 0.235
H 2.72 2.45 4.28 0.424
H 1.08 3.05 3.86 0.183
H 2.34 2.92 2.59 0.269
H -3.19 -0.30 4.32 0.271
H -2.78 -1.91 5.02 0.461
H -1.68 -0.50 5.24 0.245
H -2.53 -2.83 0.96 0.143
H -3.39 -3.13 2.50 0.397
H -3.65 -1.60 1.61 0.187
H -0.99 -3.49 4.48 0.486
H 0.55 -2.75 3.97 0.286
H -0.30 -3.86 2.87 0.454
H -1.02 2.75 4.55 0.172
H -2.72 3.23 4.26 0.400
H -2.35 1.58 4.84 0.291
H -1.57 3.52 0.40 0.008
H -2.31 4.32 1.80 0.490
H -0.57 3.97 1.80 0.173
H -3.71 1.32 0.63 0.209
H -4.11 0.55 2.19 0.186
H -4.36 2.31 1.96 0.447